1.
ORCA calculation (ωB97M-V with the def2-TZVPD basis set) on a 4-piece molecular cluster, C53H40B2IO13PS overall.

- SMILES string: CC[C@@H](I)C1=C(P(O)(O)=S)C(=O)C(B(C)O)=C(B(O)OC)C1=O.O=C1c2ccccc2C(=O)c2ccccc21.O=C1c2ccccc2C(=O)c2ccccc21.O=C1c2ccccc2C(=O)c2ccccc21
- HOMO: -8.74 eV
- LUMO level: -0.0465 Eh
- Frontier orbital gap: 7.470 eV

Structure (XYZ):
```
111
Properties=species:S:1:pos:R:3:lowdin_charge:R:1
C -0.3344 2.8808 2.8109 -0.08
C -0.5685 3.5530 4.1683 -0.27
C -2.0654 3.4521 4.5800 -0.68
I -2.1631 3.3612 6.7318 0.94
C -2.8110 4.6047 4.0025 -0.19
C -3.7720 4.5158 3.0629 -0.13
P -4.4100 2.9735 2.3559 0.21
O -4.6854 1.9123 3.5270 -0.19
O -3.2051 2.4655 1.4388 -0.20
S -5.9877 3.1394 1.2544 0.34
C -4.3475 5.8252 2.5562 -0.33
O -5.5275 6.0205 2.3743 0.11
C -3.3199 6.9025 2.3742 0.04
B -3.3754 7.8723 1.1264 -0.44
C -2.1980 7.9303 0.0762 0.02
O -4.4906 8.6458 0.9594 0.17
C -2.3838 6.9916 3.3308 0.05
B -1.2461 8.0810 3.3297 -0.63
O -1.5219 9.4199 3.1542 0.18
O 0.0191 7.6352 3.4945 0.06
C 1.0817 8.5954 3.3436 -0.03
C -2.4389 6.0042 4.4460 -0.31
O -2.2190 6.3102 5.5989 0.08
H 0.6837 2.5334 2.6939 0.06
H -0.6109 3.5706 2.0206 0.08
H -0.9742 2.0141 2.6854 0.06
H 0.0058 2.9977 4.8966 0.07
H -0.2631 4.5923 4.1161 0.11
H -2.4291 2.5005 4.2270 0.05
H -4.4923 2.2748 4.4014 0.06
H -3.6051 1.8638 0.7977 0.06
H -2.4214 7.2842 -0.7697 0.08
H -1.2316 7.6853 0.5062 0.06
H -2.1450 8.9549 -0.2889 0.08
H -4.7086 8.6721 0.0235 0.11
H -2.0975 9.7516 3.8460 0.13
H 1.0976 9.2789 4.1815 0.10
H 2.0032 8.0317 3.2841 0.09
H 0.9664 9.1271 2.4077 0.09
O 2.7413 2.9024 0.6922 0.10
C 3.5815 2.4382 -0.0504 -0.27
C 4.4838 1.3441 0.4047 -0.08
C 4.3443 0.8392 1.6907 0.00
C 5.1492 -0.2040 2.1148 -0.05
C 6.0969 -0.7492 1.2551 -0.05
C 6.2504 -0.2393 -0.0225 -0.01
C 5.4495 0.8117 -0.4510 -0.09
C 5.6381 1.3576 -1.8237 -0.29
O 6.5089 0.9225 -2.5503 0.10
C 4.7241 2.4375 -2.2845 -0.09
C 4.8549 2.9321 -3.5752 0.00
C 3.9878 3.9093 -4.0315 -0.06
C 2.9846 4.3960 -3.2000 -0.06
C 2.8576 3.9142 -1.9088 0.00
C 3.7284 2.9377 -1.4443 -0.09
H 3.6026 1.2619 2.3537 0.12
H 5.0363 -0.5986 3.1158 0.11
H 6.7171 -1.5720 1.5848 0.11
H 6.9896 -0.6563 -0.6923 0.12
H 5.6325 2.5469 -4.2197 0.12
H 4.0889 4.2913 -5.0387 0.11
H 2.3020 5.1534 -3.5618 0.11
H 2.0804 4.2911 -1.2588 0.12
O 0.6522 -4.9697 -3.9527 0.08
C 1.0375 -3.8476 -3.6830 -0.25
C 2.4874 -3.5817 -3.4754 -0.08
C 3.3943 -4.6244 -3.6169 0.00
C 4.7494 -4.3866 -3.4631 -0.05
C 5.2058 -3.1060 -3.1687 -0.05
C 4.3057 -2.0667 -3.0109 0.01
C 2.9444 -2.3010 -3.1575 -0.07
C 1.9884 -1.1773 -2.9673 -0.27
O 2.3811 -0.0779 -2.6379 0.11
C 0.5403 -1.4357 -3.1955 -0.08
C -0.3612 -0.3890 -3.0561 0.00
C -1.7085 -0.6010 -3.2922 -0.05
C -2.1607 -1.8605 -3.6694 -0.05
C -1.2678 -2.9102 -3.7977 0.01
C 0.0858 -2.7068 -3.5572 -0.07
H 3.0366 -5.6172 -3.8508 0.12
H 5.4543 -5.1991 -3.5777 0.11
H 6.2661 -2.9192 -3.0613 0.11
H 4.6587 -1.0719 -2.7784 0.10
H -0.0036 0.5895 -2.7666 0.12
H -2.4094 0.2164 -3.1865 0.11
H -3.2129 -2.0226 -3.8615 0.11
H -1.6217 -3.8877 -4.0870 0.10
O -0.2018 -7.7098 0.3989 0.11
C -1.3229 -8.0794 0.1179 -0.28
C -1.9472 -7.7150 -1.1842 -0.08
C -1.2219 -6.9593 -2.0964 0.01
C -1.7721 -6.6410 -3.3255 -0.06
C -3.0535 -7.0806 -3.6484 -0.05
C -3.7883 -7.8216 -2.7381 0.00
C -3.2414 -8.1374 -1.5013 -0.09
C -4.0506 -8.9198 -0.5271 -0.28
O -5.1927 -9.2423 -0.7799 0.10
C -3.4182 -9.3024 0.7671 -0.08
C -4.1422 -10.0625 1.6765 0.00
C -3.5595 -10.4515 2.8701 -0.06
C -2.2499 -10.0831 3.1608 -0.06
C -1.5285 -9.3151 2.2635 0.00
C -2.1097 -8.9178 1.0663 -0.08
H -0.2252 -6.6243 -1.8450 0.12
H -1.2030 -6.0601 -4.0282 0.07
H -3.4795 -6.8412 -4.6143 0.11
H -4.7853 -8.1598 -2.9839 0.12
H -5.1580 -10.3497 1.4443 0.12
H -4.1238 -11.0463 3.5759 0.11
H -1.7937 -10.3954 4.0908 0.11
H -0.5118 -9.0238 2.4871 0.12
```



2.
ORCA calculation (ωB97M-V with the def2-TZVPD basis set) on a 8-piece molecular cluster, C4H24O8 overall.

- SMILES string: CCO.CCO.O.O.O.O.O.O
- HOMO: -10.45 eV
- Relative energy (zero: lowest compared OMol25 entry of this formula, charge and spin): 0.421 eV
- LUMO level: 0.0019 Eh
- Frontier orbital gap: 10.499 eV

Structure (XYZ):
```
36
Properties=species:S:1:pos:R:3:lowdin_charge:R:1
C 11.0058 6.9412 -12.6281 -0.07
C 11.0500 7.3089 -11.1545 -0.27
O 12.1824 8.1762 -10.9402 -0.11
H 11.9716 6.9939 -13.1292 0.07
H 10.3465 7.6643 -13.1186 0.08
H 10.5889 5.9638 -12.8683 0.08
H 11.2608 6.4096 -10.5610 0.11
H 10.0922 7.6856 -10.7934 0.12
H 11.9868 8.6298 -10.1106 0.11
C 17.7098 12.3170 -11.9988 -0.08
C 17.0153 10.9781 -11.9566 -0.25
O 15.7886 11.0524 -11.1314 -0.14
H 18.6821 12.1592 -12.4675 0.08
H 17.8210 12.7401 -11.0031 0.08
H 17.1356 13.0247 -12.5970 0.08
H 17.5949 10.1879 -11.4774 0.10
H 16.5903 10.5777 -12.8789 0.12
H 15.0147 11.0159 -11.7142 0.03
O 15.3861 6.2140 -14.2984 -0.06
H 15.1053 5.3210 -14.0767 0.02
H 14.7774 6.7941 -13.8167 -0.01
O 13.4071 10.7137 -12.6384 -0.04
H 12.6230 10.1932 -12.4256 0.04
H 13.8079 10.2489 -13.3849 0.06
O 14.6501 7.8968 -12.0078 -0.09
H 15.0333 8.5712 -11.4301 0.01
H 13.7274 7.7827 -11.6717 0.02
O 17.8017 7.3302 -10.7648 -0.07
H 17.1696 7.7345 -10.1507 -0.01
H 17.3024 7.2045 -11.5810 0.02
O 15.6687 8.9014 -9.4553 -0.07
H 15.2068 9.1658 -8.6540 0.06
H 15.8922 9.7457 -9.9084 0.02
O 14.7087 5.1958 -10.8918 -0.06
H 14.6625 6.1414 -11.1222 -0.01
H 14.8125 4.7438 -11.7329 0.02
```



3.
ORCA calculation (ωB97M-V with the def2-TZVPD basis set) on a 3-piece molecular cluster, C5H8FI overall.

- SMILES string: C=C(C)F.C#C.I
- HOMO: -9.22 eV
- Relative energy (zero: lowest compared OMol25 entry of this formula, charge and spin): 2.556 eV
- LUMO level: 0.0261 Eh
- Frontier orbital gap: 9.926 eV

Structure (XYZ):
```
15
Properties=species:S:1:pos:R:3:lowdin_charge:R:1
C -0.3062 -1.0491 0.2963 0.05
C 0.5184 -0.5169 -0.6111 -0.41
C 1.9298 -0.9165 -0.9582 -0.02
F 0.0246 0.3027 -1.5484 -0.01
H 0.0134 -1.7566 1.0290 0.07
H -1.2483 -0.6361 0.2971 0.00
H 1.9894 -1.9593 -0.8134 0.06
H 2.0725 -0.5693 -1.9787 0.09
H 2.5430 -0.6111 -0.1221 0.08
C 0.0889 1.8006 2.8220 0.00
C -0.8354 1.6284 2.0941 -0.01
H 1.0201 1.8097 3.4548 0.05
H -1.6713 1.6868 1.5511 -0.02
I -3.3957 0.7137 -2.1433 0.47
H -2.7432 0.0731 -3.3692 -0.40
```



4.
ORCA calculation (ωB97M-V with the def2-TZVPD basis set) on C15H40BF4O19S3 as an isolated structure.

- Charge: -1
- HOMO: -7.13 eV
- Relative energy (zero: lowest compared OMol25 entry of this formula, charge and spin): 5.350 eV
- LUMO level: 0.0639 Eh
- Frontier orbital gap: 8.866 eV

Structure (XYZ):
```
82
Properties=species:S:1:pos:R:3:lowdin_charge:R:1
B -1.8374 -0.1382 -0.9478 -1.25
F -2.2999 -0.0085 -2.2558 0.14
F -1.7923 -1.4895 -0.5810 0.12
F -0.5655 0.4444 -0.7700 0.10
F -2.7557 0.5248 -0.0809 0.10
O -1.1449 -3.3058 -7.0675 -0.28
S 0.0003 -2.4718 -6.8677 0.54
O 0.2836 -1.4663 -7.8414 -0.28
O -0.0182 -1.8240 -5.4476 -0.25
C -1.2486 -1.2746 -4.9637 -0.25
C -2.0484 -2.2810 -4.1486 -0.05
C 1.4480 -3.4449 -6.6422 -0.12
H -1.8748 -0.8759 -5.7722 0.12
H -1.0258 -0.3779 -4.3848 0.11
H -3.0283 -1.8835 -3.9114 0.07
H -1.4539 -2.5974 -3.2920 0.07
H -2.1593 -3.1683 -4.7791 0.07
H 1.2042 -4.2591 -5.9588 0.07
H 2.1981 -2.8271 -6.1586 0.07
H 1.7309 -3.8372 -7.6116 0.07
O 1.2953 0.5451 3.5347 -0.13
S 0.5141 -0.6340 3.3826 0.69
O 1.1032 -1.8176 2.8676 -0.20
O -0.1758 -1.0360 4.7540 -0.21
C -0.7615 0.0350 5.5216 -0.24
C 0.2098 0.6764 6.4645 -0.07
C -0.9250 -0.3349 2.4119 -0.07
H -1.6639 -0.3368 6.0040 0.13
H -1.1448 0.7827 4.8124 0.10
H 0.4579 -0.0313 7.2657 0.09
H -0.2408 1.5246 6.9779 0.10
H 1.1447 0.9109 5.9645 0.05
H -0.6346 -0.4016 1.3668 0.05
H -1.4053 0.6107 2.6405 0.08
H -1.6058 -1.1534 2.6383 0.10
O 3.4622 3.2098 3.4243 -0.23
S 2.0987 3.5946 3.4059 0.60
O 1.7015 4.9100 3.7862 -0.29
O 1.5845 3.3294 1.9322 -0.35
C 0.3363 3.9213 1.5381 -0.20
C 0.1135 3.5593 0.0747 -0.05
C 1.1645 2.4049 4.3147 -0.16
H 0.3705 4.9970 1.6976 0.12
H -0.5068 3.5287 2.1150 0.12
H -0.4993 4.2893 -0.4533 0.10
H -0.5371 2.6813 0.0393 0.06
H 1.0371 3.3486 -0.4541 0.08
H 1.6845 2.2951 5.2622 0.07
H 1.1783 1.4871 3.7270 -0.28
H 0.1441 2.7522 4.4437 0.08
O -3.9276 3.0641 -0.1215 -0.06
H -4.3099 2.7573 0.7047 0.03
H -3.1869 2.4589 -0.2655 0.00
O -2.8953 -3.7669 0.3583 -0.07
H -3.7774 -3.4004 0.4588 0.02
H -2.4093 -3.0779 -0.1221 0.00
O -0.8432 2.4285 -2.7202 -0.05
H -0.8366 1.8473 -1.9461 -0.02
H -1.7024 2.2735 -3.1247 0.04
O -5.0496 -0.5006 -2.3461 -0.05
H -5.4011 -1.2465 -1.8534 0.03
H -4.1787 -0.3352 -1.9559 0.00
C 2.1051 1.2670 0.0505 -0.11
C 3.0681 2.4290 0.3504 -0.10
O 3.7607 1.9424 1.5236 0.02
C 3.6661 0.6031 1.5903 -0.58
O 4.2938 -0.1006 2.2969 0.17
O 2.7590 0.1547 0.6738 0.03
H 2.0575 1.0389 -1.0108 0.14
H 1.1193 1.4720 0.4633 0.09
H 2.5424 3.3295 0.6423 0.09
H 3.8164 2.5556 -0.4296 0.14
C 0.8830 -2.4823 -0.1278 -0.12
C 2.2551 -3.0788 0.2288 -0.11
O 2.7596 -3.5219 -1.0346 0.07
C 1.7274 -3.6207 -1.9085 -0.57
O 1.8182 -4.0429 -3.0120 0.15
O 0.5830 -3.1663 -1.3566 0.07
H 0.9192 -1.4009 -0.2318 0.10
H 0.1794 -2.7613 0.6487 0.11
H 2.1728 -3.8817 0.9609 0.13
H 2.9195 -2.3235 0.6380 0.11
```



5.
ORCA calculation (ωB97M-V with the def2-TZVPD basis set) on C28H41BrFN6O3Ti as an isolated structure.

- Charge: +1
- HOMO (spin up / spin down): -10.46 / -11.21 eV
- Multiplicity: 3
- Relative energy (zero: lowest compared OMol25 entry of this formula, charge and spin): 0.202 eV
- ⟨S²⟩: 2.0079
- LUMO level (spin up / spin down): -0.0948 / -0.1365 Eh
- Frontier orbital gap (spin up / spin down): 7.883 / 7.496 eV

Structure (XYZ):
```
81
Properties=species:S:1:pos:R:3:lowdin_spin:R:1
Ti 0.3687 -0.0821 0.9037 1.00
C 0.7866 -1.9086 -6.5587 0.00
C 0.2745 -3.0309 -5.6741 0.00
C -0.9744 -3.6768 -6.2503 0.00
C -1.3656 -4.8832 -5.4169 0.00
C -1.4852 -4.5077 -3.9659 0.00
C -2.2571 -5.2602 -3.1110 0.00
C -2.3917 -4.9006 -1.7734 0.00
F -3.1486 -5.6734 -0.9835 0.00
C -1.7921 -3.7884 -1.2613 0.00
C -1.0056 -3.0002 -2.1119 0.00
C -0.3727 -1.8047 -1.5818 0.01
O -0.5928 -1.4541 -0.3869 0.01
C 0.4322 -1.0765 -2.4789 0.00
C 0.5587 -1.4910 -3.7817 0.00
N -0.0226 -2.5780 -4.2822 0.00
C -0.8331 -3.3636 -3.4573 0.00
C 1.1460 0.1567 -2.0604 0.00
O 1.5446 0.9710 -2.8688 0.00
O 1.3096 0.2800 -0.7707 0.00
H 0.8777 -2.2991 -7.5712 0.00
H 1.7716 -1.5468 -6.2693 0.00
H 0.0903 -1.0688 -6.5825 0.00
H 1.0499 -3.7980 -5.5783 0.00
H -0.7700 -3.9730 -7.2786 0.00
H -1.7824 -2.9401 -6.2755 0.00
H -0.6093 -5.6659 -5.5287 0.00
H -2.3091 -5.3080 -5.7593 0.00
H -2.7763 -6.1387 -3.4728 0.00
H -1.9086 -3.5155 -0.2236 0.00
H 1.1717 -0.8986 -4.4429 0.00
C 0.0736 2.6994 7.3285 0.00
C 0.1919 1.9766 6.0159 -0.01
C 0.8429 0.7414 5.9161 0.02
C 0.9446 0.0669 4.7098 0.07
C 0.3470 0.7228 3.6404 0.52
Br 1.8884 -1.7766 1.9398 0.05
N -0.2503 1.8443 3.6904 0.20
C -0.3496 2.5072 4.8578 0.04
H 0.8237 2.3515 8.0363 0.00
H -0.9076 2.5320 7.7751 0.00
H 0.2008 3.7736 7.1999 0.00
H 1.2866 0.3026 6.8027 0.01
H 1.4539 -0.8773 4.5979 0.00
H -0.8598 3.4624 4.8475 0.00
N -1.0123 1.5679 0.3864 0.01
C -2.4974 1.5515 0.3618 0.00
C -3.0688 1.3331 1.7635 0.00
C -3.6054 -0.0717 2.0456 0.00
C -2.7163 -1.2185 1.5975 0.00
N -1.3310 -1.1059 2.1093 0.02
H -0.6938 2.3623 0.9447 0.00
H -0.6767 1.7891 -0.5499 0.00
H -2.8093 0.7654 -0.3279 0.00
H -2.8557 2.4966 -0.0498 0.00
H -3.8796 2.0418 1.9385 0.00
H -2.2921 1.5893 2.4858 0.00
H -4.5702 -0.2029 1.5496 0.00
H -3.8064 -0.1569 3.1179 0.00
H -2.6552 -1.2605 0.5124 0.00
H -3.1652 -2.1583 1.9289 0.00
H -0.8851 -2.0218 2.1001 0.00
H -1.3571 -0.8428 3.0907 0.00
C 4.2452 2.9788 0.3172 0.00
C 2.9172 3.6358 0.6998 0.00
C 2.9768 4.1963 2.1163 0.00
C 2.5815 4.7417 -0.2935 0.00
N 1.7802 2.6853 0.6064 0.01
N 1.9292 1.4985 1.3937 0.02
H 5.0434 3.7210 0.3021 0.00
H 4.1806 2.5286 -0.6761 0.00
H 4.5482 2.2075 1.0292 0.00
H 3.7141 4.9976 2.1714 0.00
H 3.2770 3.4382 2.8440 0.00
H 2.0070 4.6029 2.4081 0.00
H 3.3680 5.4957 -0.3032 0.00
H 1.6402 5.2232 -0.0261 0.00
H 2.4913 4.3386 -1.3050 0.00
H 1.7415 2.3463 -0.3530 0.00
H 1.9531 1.7803 2.3660 0.00
H 2.8119 1.0237 1.1941 0.00
```